1.
Here is 2 unconnected molecules or ions with the total composition C2H3I2NO2P at a distorted geometry from OMol25. Energies are from wB97M-V/def2-TZVPD.

```
! wB97M-V def2-TZVPD RIJCOSX def2/J DEFGRID3
* xyz -1 1
C -0.185 1.471 2.206
C -1.496 0.216 -1.078
N -0.388 0.039 -1.493
O -0.044 1.102 3.299
O -0.215 1.777 1.114
P 1.151 -0.408 -0.725
I -2.201 -1.146 0.868
I 3.653 -1.266 -0.137
H -2.488 0.457 -1.466
H 1.726 -0.621 -1.951
H 0.486 -1.621 -0.638
*
```

## Properties
energy above the lowest of the compared OMol25 structures with the same formula, charge and spin	3.67	kcal/mol
orbital gap	7.1	eV


2.
Here is a molecular structure, C12H19O5PSn at a distorted geometry from OMol25. Energies are from wB97M-V/def2-TZVPD.

```
! wB97M-V def2-TZVPD RIJCOSX def2/J DEFGRID3
* xyz 2 1
C -3.737 -1.940 0.511
C -4.053 -0.499 -0.269
C -2.661 -0.100 -1.063
O -2.493 1.374 -1.247
O -1.214 1.559 -1.085
P -0.871 2.232 0.515
O -0.848 3.828 0.287
O -2.111 1.871 1.697
O 0.749 1.827 1.070
C 0.714 0.832 2.153
C 2.205 0.153 2.475
C 2.504 -1.177 1.506
C 2.540 -0.599 -0.057
C 1.306 -1.027 -1.048
C 1.328 -0.405 -2.579
C 2.594 0.598 -2.990
C 3.826 0.995 -1.974
C 3.801 0.379 -0.450
H -3.573 -1.673 1.657
H -2.725 -2.381 0.062
H -4.657 -2.650 0.339
H -4.349 0.347 0.502
H -4.962 -0.653 -1.005
H -1.709 -0.459 -0.439
H -2.615 -0.694 -2.087
H -2.461 0.922 1.585
H 0.393 1.423 3.136
H -0.083 -0.034 1.986
H 3.010 0.987 2.194
H 2.327 -0.087 3.619
H 3.553 -1.642 1.836
H 1.649 -1.985 1.660
H 0.447 -1.730 -0.647
H 0.443 -0.657 -3.317
H 2.624 1.090 -4.072
H 4.718 1.726 -2.233
H 4.604 0.608 0.374
Sn -0.213 -2.361 -2.602
*
```

## Properties
orbital gap	4.5	eV


3.
Here is a molecular structure, C13H35O17S3V2 at a distorted geometry from OMol25. Energies are from wB97M-V/def2-TZVPD.

```
! wB97M-V def2-TZVPD RIJCOSX def2/J DEFGRID3
* xyz 1 1
O -2.019 4.157 0.241
V -2.750 3.675 -1.149
O -4.077 4.514 -1.351
O -0.501 2.029 -4.836
V 0.020 2.469 -3.362
O 1.410 3.079 -3.541
C -1.210 -0.756 -0.793
C -0.718 0.452 -1.610
O 0.360 0.490 -2.183
O -1.357 1.510 -1.694
H -0.751 -0.906 0.184
H -1.148 -1.706 -1.324
H -2.281 -0.608 -0.656
C 1.426 -2.378 -3.496
O 1.995 -1.803 -2.402
H 1.903 -1.855 -4.325
H 1.733 -3.422 -3.563
H 0.338 -2.319 -3.541
H 1.515 -0.998 -2.192
C -4.871 2.425 1.037
O -3.883 2.035 -0.052
H -4.636 3.349 1.567
H -5.876 2.388 0.618
H -4.966 1.620 1.766
H -4.209 1.219 -0.440
O 2.899 1.565 4.540
S 1.672 1.119 5.160
O 1.275 1.779 6.391
O 0.334 1.288 4.166
C 0.515 1.007 2.742
C -0.486 1.833 1.976
C 1.612 -0.696 5.443
H 0.295 -0.056 2.639
H 1.514 1.240 2.374
H -1.522 1.638 2.252
H -0.411 1.545 0.927
H -0.354 2.902 2.141
H 2.591 -1.080 5.731
H 1.328 -1.157 4.497
H 0.896 -0.864 6.247
O -1.062 -4.696 1.055
S -1.382 -5.942 0.320
O -2.056 -7.138 0.876
O -2.211 -5.568 -1.053
C -2.173 -4.248 -1.624
C -2.738 -4.204 -3.060
C 0.119 -6.501 -0.473
H -1.104 -4.084 -1.760
H -2.673 -3.526 -0.978
H -3.768 -4.538 -3.186
H -2.168 -4.828 -3.748
H -2.732 -3.185 -3.445
H 0.894 -6.715 0.263
H 0.434 -5.695 -1.137
H -0.018 -7.477 -0.938
O 0.781 3.735 -0.776
S 1.751 4.447 0.015
O 1.399 5.473 0.997
O 2.686 3.284 0.812
C 3.019 2.095 0.111
C 4.001 1.208 0.850
C 3.100 5.146 -1.151
H 3.311 2.241 -0.929
H 2.201 1.398 -0.072
H 4.485 0.412 0.283
H 3.426 0.610 1.557
H 4.788 1.817 1.296
H 3.410 4.306 -1.774
H 3.998 5.530 -0.668
H 2.676 5.917 -1.794
*
```

## Properties
orbital gap	5.1	eV


4.
Here is 20 unconnected molecules or ions with the total composition H41O20 at a distorted geometry from OMol25. Energies are from wB97M-V/def2-TZVPD.

```
! wB97M-V def2-TZVPD RIJCOSX def2/J DEFGRID3
* xyz 1 1
O 1.938 -1.902 2.563
H 2.556 4.976 -2.751
O -0.415 0.261 -2.861
H -0.292 0.896 -3.580
H -0.755 0.687 -2.094
O -2.185 -2.834 -0.623
H -1.279 -2.901 -0.920
H -2.678 -3.531 -1.064
O -0.688 -4.863 -1.906
H -1.402 -5.164 -2.476
H 3.297 0.065 0.488
O -4.842 -0.391 0.277
H -0.798 2.373 -0.547
H -0.102 -4.440 -2.542
O -0.845 2.532 -1.500
H 4.558 3.147 1.113
H -0.667 3.407 -1.819
O 4.863 2.582 1.861
H 3.379 1.034 1.721
H -4.351 -2.344 -3.582
O 2.779 3.909 -0.350
H 2.630 4.742 0.132
H 2.215 3.913 -1.129
O -0.158 -0.439 3.347
H -0.465 0.071 2.565
H -5.717 -0.746 0.629
O 0.511 1.777 0.790
H 1.257 2.008 0.237
H 0.038 2.563 1.140
O -0.201 4.326 1.952
H -0.325 5.155 1.418
H 4.194 2.833 2.517
O 2.271 -3.291 -2.786
H 1.923 -4.152 -2.981
H 1.756 -2.645 -3.313
O -0.026 -2.540 -3.608
H -0.141 -1.832 -2.924
H -0.045 -2.055 -4.435
O 1.689 4.559 -2.680
H 1.151 -1.429 2.957
H 1.615 4.184 -3.575
O 3.087 0.122 1.420
H -1.078 4.062 2.243
H 1.469 -2.273 1.705
O 1.530 -1.760 -0.068
H 0.786 -2.029 -0.604
H 2.344 -2.149 -0.422
O 0.170 2.677 4.397
H -0.375 2.255 5.055
H 0.687 3.412 4.780
O -3.534 -2.710 -3.242
H 2.486 -1.303 1.879
H -3.223 -2.141 -2.538
O -5.006 0.170 2.897
H -4.902 -0.689 2.338
H -4.042 0.190 2.757
O -0.420 -3.973 1.572
H 0.114 -4.751 1.433
H -1.225 -3.954 1.065
H -5.166 0.228 -0.416
H 0.058 0.117 4.089
*
```

## Properties
energy above the lowest of the compared OMol25 structures with the same formula, charge and spin	65.95	kcal/mol
orbital gap	10.2	eV


5.
Here is 2 unconnected molecules or ions with the total composition C2H8NS at a distorted geometry from OMol25. Energies are from wB97M-V/def2-TZVPD.

```
! wB97M-V def2-TZVPD RIJCOSX def2/J DEFGRID3
* xyz -1 1
S -1.201 0.365 -3.283
H -1.290 -0.281 -4.444
C 1.319 0.356 1.253
N -0.030 -0.153 1.358
C -0.694 -0.438 0.091
H 2.089 -0.382 1.535
H 1.527 0.596 0.209
H 1.458 1.195 1.939
H -0.577 0.242 2.097
H -0.867 0.468 -0.495
H -1.659 -0.902 0.283
H -0.075 -1.066 -0.542
*
```

## Properties
energy above the lowest of the compared OMol25 structures with the same formula, charge and spin	18.39	kcal/mol
orbital gap	6.3	eV


6.
Here is a molecular structure, C5H6FeLi2O4 at a distorted geometry from OMol25. Energies are from wB97M-V/def2-TZVPD.

```
! wB97M-V def2-TZVPD RIJCOSX def2/J DEFGRID3
* xyz 2 5
O -0.463 1.599 -1.434
C -1.297 1.490 -0.493
O -2.437 1.057 -0.906
Fe -1.648 -0.224 -2.256
Li -3.974 1.142 0.215
O -0.285 -1.429 -1.672
Li 1.345 1.284 -1.968
C 0.698 -0.938 -1.032
O 1.478 -1.891 -0.562
C 2.606 -1.542 0.233
H 2.766 -2.360 0.943
H 3.500 -1.428 -0.394
H 2.418 -0.604 0.770
C -0.794 1.283 0.885
C -1.215 0.378 1.835
H -0.483 2.245 1.301
H -1.078 0.637 2.887
H -1.139 -0.698 1.648
*
```

## Properties
energy above the lowest of the compared OMol25 structures with the same formula, charge and spin	14.10	kcal/mol
orbital gap (alpha / beta)	7.3 / 6.7	eV
⟨S²⟩	6.009


7.
Here is C2H4N4O in the gas phase from OMol25. Energies are from wB97M-V/def2-TZVPD.

```
! wB97M-V def2-TZVPD RIJCOSX def2/J DEFGRID3
* xyz 0 1
N 2.086 0.328 -0.009
C 0.754 0.117 0.009
N 0.231 -0.928 0.641
N -1.152 -0.758 0.342
C -1.289 0.655 -0.385
O -2.415 1.066 -0.475
N -0.048 1.030 -0.615
H 2.712 -0.395 0.307
H 2.433 1.032 -0.639
H -1.486 -1.527 -0.243
H -1.799 -0.653 1.126
*
```

## Properties
energy above the lowest of the compared OMol25 structures with the same formula, charge and spin	21.46	kcal/mol
orbital gap	9.9	eV


8.
Here is a gas-phase ion, C8H13N4 (charge +1) at a distorted geometry from OMol25. Energies are from wB97M-V/def2-TZVPD.

```
! wB97M-V def2-TZVPD RIJCOSX def2/J DEFGRID3
* xyz 1 1
C -2.490 -0.147 1.710
C -2.314 -0.451 0.427
N -3.342 0.090 -0.457
N -1.574 -1.404 -0.108
C -0.318 -1.583 -0.152
C 0.812 -0.725 -0.031
C 2.114 -1.141 0.057
N 2.904 -0.050 0.064
N 4.314 -0.198 0.261
C 2.190 1.080 -0.144
C 0.867 0.704 -0.272
C -0.264 1.636 -0.676
H -3.170 0.614 2.065
H -1.925 -0.741 2.378
H -4.013 0.612 0.064
H -3.710 -0.640 -1.120
H -2.931 0.660 -1.294
H -0.001 -2.604 -0.317
H 2.570 -2.150 0.326
H 4.761 0.029 -0.532
H 4.470 -1.194 0.521
H 2.561 2.062 -0.390
H -0.891 1.055 -1.198
H 0.156 2.340 -1.355
H -0.776 2.146 0.176
*
```

## Properties
energy above the lowest of the compared OMol25 structures with the same formula, charge and spin	87.41	kcal/mol
orbital gap	8.5	eV